Record 1
188
Properties=species:S:1:pos:R:3 method="wB97M-V/def2-TZVPD" homo_ev=-12.6 e_tot_ev=-151177.88131 lumo_energy_ev=-6.71 homo_lumo_gap_ev=5.9117 total_charge=+3
C -0.88 -10.16 2.45
C -1.56 -8.77 2.55
C -0.66 -7.61 3.06
C 0.44 -7.34 2.09
N 1.05 -5.93 2.11
C 2.12 -5.83 0.97
C 1.34 -5.28 -0.21
C 0.04 -4.64 0.28
C -0.03 -4.83 1.78
C 1.63 -5.60 3.52
H 0.16 -10.07 2.13
H -1.47 -10.79 1.79
H -0.82 -10.55 3.46
H -2.44 -8.96 3.16
H -1.94 -8.49 1.57
H -0.25 -7.86 4.04
H -1.26 -6.73 3.28
H 0.21 -7.64 1.06
H 1.32 -7.92 2.34
H 2.79 -5.06 1.34
H 2.72 -6.73 0.84
H 1.93 -4.50 -0.69
H 1.29 -6.07 -0.96
H -0.09 -3.60 -0.03
H -0.87 -4.91 -0.26
H 0.31 -3.91 2.27
H -1.01 -5.09 2.16
H 0.89 -5.85 4.28
H 2.03 -4.58 3.50
H 2.51 -6.24 3.56
C -0.99 -0.20 -4.66
C -1.23 1.14 -3.88
C 0.06 1.59 -3.11
C 1.18 2.17 -4.01
N 2.31 2.94 -3.20
C 1.75 4.13 -2.41
C 1.54 5.22 -3.50
C 2.86 5.13 -4.21
C 3.32 3.62 -4.18
C 3.05 1.99 -2.28
H -0.71 -1.03 -4.00
H -0.17 -0.15 -5.38
H -1.96 -0.43 -5.10
H -2.01 0.70 -3.26
H -1.65 1.82 -4.62
H 0.41 0.83 -2.41
H -0.35 2.33 -2.42
H 0.88 2.94 -4.71
H 1.57 1.38 -4.65
H 2.50 4.46 -1.70
H 0.81 3.96 -1.89
H 1.41 6.23 -3.11
H 0.70 4.98 -4.16
H 3.71 5.66 -3.78
H 2.92 5.42 -5.26
H 4.35 3.57 -3.83
H 3.19 3.07 -5.11
H 3.67 2.67 -1.70
H 3.58 1.24 -2.87
H 2.27 1.45 -1.73
C 0.15 4.02 6.33
C 1.25 5.03 6.16
C 1.02 6.02 5.01
C 1.14 5.37 3.60
N 0.73 6.37 2.48
C -0.84 6.62 2.57
C -1.33 6.40 1.16
C -0.13 6.50 0.24
C 0.98 5.80 1.09
C 1.54 7.69 2.49
H -0.73 4.44 5.84
H -0.01 3.72 7.37
H 0.45 3.11 5.82
H 2.19 4.51 6.03
H 1.35 5.67 7.04
H 1.58 6.95 5.10
H 0.01 6.44 5.04
H 0.66 4.42 3.37
H 2.22 5.27 3.49
H -1.00 7.61 2.99
H -1.32 5.85 3.18
H -2.13 7.08 0.84
H -1.85 5.44 1.13
H 0.05 7.54 -0.04
H -0.38 6.05 -0.72
H 2.00 5.95 0.74
H 0.62 4.77 1.06
H 1.38 8.35 1.63
H 2.61 7.49 2.46
H 1.21 8.21 3.38
C 9.44 -3.38 -0.31
C 8.72 -2.27 -1.07
C 7.18 -2.05 -0.86
C 6.72 -1.46 0.45
N 5.19 -1.26 0.60
C 5.01 -0.77 2.07
C 3.56 -1.08 2.38
C 3.16 -2.24 1.47
C 4.37 -2.57 0.53
C 4.68 -0.20 -0.39
H 9.34 -3.18 0.76
H 10.50 -3.53 -0.50
H 9.02 -4.36 -0.55
H 8.93 -2.31 -2.14
H 9.19 -1.33 -0.80
H 6.70 -3.02 -1.02
H 6.79 -1.41 -1.66
H 7.20 -0.56 0.85
H 6.89 -2.23 1.19
H 5.24 0.30 2.12
H 5.67 -1.37 2.69
H 2.82 -0.28 2.28
H 3.42 -1.24 3.45
H 2.32 -1.94 0.84
H 2.82 -3.04 2.12
H 4.16 -2.94 -0.47
H 5.03 -3.34 0.95
H 4.84 -0.68 -1.36
H 5.24 0.71 -0.19
H 3.63 0.08 -0.39
C -2.58 -3.35 -2.44
C -2.80 -2.63 -1.10
C -1.93 -1.39 -0.88
C -1.98 -1.00 0.65
N -1.41 0.34 0.95
C -2.21 1.40 0.12
C -2.11 2.70 0.80
C -1.92 2.40 2.26
C -1.78 0.84 2.38
C 0.12 0.37 0.63
H -2.99 -2.72 -3.23
H -3.17 -4.26 -2.49
H -1.55 -3.59 -2.70
H -2.78 -3.30 -0.24
H -3.83 -2.31 -1.20
H -2.19 -0.53 -1.51
H -0.91 -1.67 -1.13
H -1.37 -1.69 1.24
H -3.00 -1.13 1.01
H -1.81 1.53 -0.89
H -3.21 1.03 -0.07
H -1.31 3.35 0.46
H -3.05 3.24 0.68
H -1.11 2.93 2.76
H -2.82 2.64 2.82
H -1.04 0.65 3.16
H -2.71 0.47 2.80
H 0.45 1.41 0.60
H 0.23 -0.08 -0.35
H 0.66 -0.23 1.36
C -5.31 -5.03 -8.15
C -4.85 -5.81 -6.89
N -5.76 -5.80 -5.79
C -6.98 -6.42 -5.83
C -7.75 -6.01 -4.76
N -6.92 -5.22 -3.97
C -5.78 -4.97 -4.70
C -7.29 -4.60 -2.71
H -5.56 -4.00 -7.90
H -6.24 -5.47 -8.50
H -4.50 -5.10 -8.88
H -3.91 -5.46 -6.46
H -4.71 -6.84 -7.20
H -7.26 -7.01 -6.69
H -8.74 -6.19 -4.35
H -5.04 -4.20 -4.49
H -7.75 -3.62 -2.83
H -6.35 -4.56 -2.17
H -8.05 -5.19 -2.19
Cl 0.37 -1.60 4.24
N -2.81 6.07 -1.62
S -4.42 5.72 -1.25
O -4.87 4.34 -1.07
O -5.41 6.61 -1.87
F -4.37 6.23 0.28
S -2.82 5.29 -2.84
O -3.60 5.76 -3.97
O -2.66 3.82 -2.73
F -1.38 5.75 -3.38
N -3.86 5.64 6.63
S -4.06 5.38 5.03
O -3.00 4.89 4.21
O -5.06 6.16 4.29
F -4.87 3.99 5.17
S -3.17 6.86 6.46
O -3.61 7.95 5.59
O -1.74 6.69 6.61
F -3.46 7.45 7.96

***

Record 2
56
Properties=species:S:1:pos:R:3 method="wB97M-V/def2-TZVPD" multiplicity=4 homo_ev="-11.6 / -12.1" e_tot_ev=-153812.73607 lumo_energy_ev="-3.23 / -4.59" s_squared=3.7688 homo_lumo_gap_ev="8.3948 / 7.5126" total_charge=+1
Re 1.16 1.00 0.34
F 3.61 5.47 -0.77
C 4.44 4.55 -1.29
F 4.05 4.31 -2.56
F 5.67 5.08 -1.33
C 4.42 3.28 -0.48
C 5.55 2.83 0.19
C 5.50 1.66 0.95
C 4.30 0.98 1.03
N 3.23 1.41 0.37
C 3.25 2.54 -0.37
S 1.66 2.83 -1.06
H 6.47 3.39 0.11
H 6.37 1.31 1.48
H 4.18 0.08 1.62
S -5.42 1.18 -0.56
C -3.71 1.01 -0.32
C -2.98 2.18 -0.08
C -1.62 2.12 0.10
N -0.94 0.95 0.04
C -1.63 -0.17 -0.19
C -2.99 -0.19 -0.37
C -5.97 -0.49 -0.84
C -6.34 -0.89 -2.11
C -6.79 -2.19 -2.28
N -6.89 -3.07 -1.29
C -6.54 -2.67 -0.07
C -6.09 -1.39 0.21
H -3.47 3.14 -0.02
H -1.04 3.00 0.31
H -1.07 -1.09 -0.22
H -3.49 -1.13 -0.55
H -6.27 -0.22 -2.96
H -7.09 -2.54 -3.26
H -6.64 -3.39 0.73
H -5.84 -1.11 1.23
Cl -0.38 0.03 3.21
C 0.29 1.50 3.98
C 1.36 2.14 3.12
O 2.38 2.57 3.59
O 1.07 2.27 1.82
H 0.71 1.21 4.93
H -0.54 2.19 4.13
Br 2.32 -6.51 0.87
C 2.09 -5.06 -0.30
C 2.13 -5.26 -1.68
N 1.98 -4.28 -2.57
C 1.79 -3.06 -2.11
C 1.74 -2.76 -0.75
C 1.89 -3.78 0.19
C 1.52 -1.38 -0.31
O 1.35 -0.42 -1.14
O 1.47 -1.04 0.92
H 2.28 -6.26 -2.07
H 1.68 -2.27 -2.84
H 1.86 -3.57 1.25

***

Record 3
19
Properties=species:S:1:pos:R:3 method="wB97M-V/def2-TZVPD" smiles="C=[N+](CC)[C@@H](C)O" homo_ev=-16.0 e_tot_ev=-8908.66757 lumo_energy_ev=-4.49 homo_lumo_gap_ev=11.4777 total_charge=+1
C -0.18 -1.80 0.01
N -0.04 -0.53 -0.19
C -1.11 0.51 -0.23
C -2.45 -0.10 -0.06
C 1.48 -0.01 -0.39
C 1.64 1.41 0.16
O 2.32 -0.90 0.18
H 0.79 -2.41 0.16
H -1.15 -2.19 0.27
H -0.88 1.08 0.61
H -1.22 0.88 -1.20
H -2.65 -0.75 -0.92
H -2.29 -0.60 0.95
H -3.09 0.77 0.03
H 1.53 -0.10 -1.43
H 2.56 1.49 0.70
H 0.80 1.69 0.75
H 1.65 2.23 -0.62
H 2.31 -0.66 1.21

***

Record 4
22
Properties=species:S:1:pos:R:3 method="wB97M-V/def2-TZVPD" multiplicity=2 homo_ev="-18.1 / -18.1" e_tot_ev=-65220.46072 lumo_energy_ev="-8.64 / -12.53" s_squared=0.7555 homo_lumo_gap_ev="9.4453 / 5.5492" total_charge=+2
O 3.64 -2.78 -0.20
C 2.60 -2.34 0.02
Cu -1.14 0.96 0.29
C -0.11 1.45 -1.40
C -0.29 1.36 1.75
O 0.21 1.90 -2.43
O 0.24 1.76 2.71
N -4.64 -4.34 1.81
C -3.46 -3.63 1.84
O -2.63 -3.77 2.73
C -3.29 -2.66 0.69
C -4.25 -2.48 -0.33
C -3.97 -1.53 -1.31
C -2.80 -0.76 -1.22
N -1.99 -0.80 -0.14
C -2.15 -1.84 0.72
H -4.82 -5.03 2.54
H -5.29 -4.23 1.07
H -5.20 -3.03 -0.37
H -4.65 -1.35 -2.12
H -2.54 -0.05 -2.00
H -1.40 -1.99 1.49

***

Record 5
17
Properties=species:S:1:pos:R:3 method="wB97M-V/def2-TZVPD" homo_ev=-8.0 e_tot_ev=-6848.23376 lumo_energy_ev=0.86 homo_lumo_gap_ev=8.8285
C 2.48 0.52 0.22
C 1.28 -0.43 0.13
C -0.01 0.38 0.23
N -0.99 -1.06 -0.62
C -1.78 0.01 0.35
C -2.30 -0.69 -0.89
H 2.42 1.30 -0.54
H 3.41 -0.04 0.03
H 2.57 1.00 1.20
H 1.29 -0.95 -0.83
H 1.32 -1.19 0.92
H -0.02 1.18 -0.51
H -0.03 0.83 1.24
H -2.11 -0.40 1.30
H -1.96 1.08 0.24
H -3.09 -1.40 -0.64
H -2.53 -0.07 -1.77

***

Record 6
62
Properties=species:S:1:pos:R:3 method="wB97M-V/def2-TZVPD" multiplicity=4 homo_ev="-8.4 / -8.4" e_tot_ev=-64353.41863 lumo_energy_ev="0.27 / 0.28" s_squared=3.7688 homo_lumo_gap_ev="8.6618 / 8.6692"
Cr 11.32 20.66 -16.30
F 12.34 21.15 -14.65
F 10.52 22.43 -16.44
F 10.04 19.64 -15.29
C 12.43 17.71 -15.79
O 12.60 19.01 -16.30
C 13.94 19.41 -16.59
C 13.94 20.45 -17.68
N 13.09 21.57 -17.20
C 12.89 22.67 -18.20
C 14.14 23.12 -18.95
O 14.62 22.16 -19.86
C 15.95 22.39 -20.30
H 11.53 17.57 -15.21
H 13.32 17.38 -15.25
H 12.35 17.00 -16.63
H 14.53 18.55 -16.93
H 14.43 19.77 -15.68
H 13.55 20.04 -18.62
H 14.97 20.74 -17.86
H 13.76 21.98 -16.54
H 12.46 23.50 -17.66
H 12.18 22.34 -18.95
H 14.90 23.57 -18.31
H 13.75 23.96 -19.55
H 16.71 22.23 -19.52
H 15.99 23.42 -20.65
H 16.18 21.67 -21.07
C 11.29 26.00 -16.18
C 12.53 25.46 -15.46
C 13.05 26.43 -14.38
O 13.57 27.59 -15.04
C 13.83 28.60 -14.09
N 12.24 24.16 -14.83
H 11.46 27.02 -16.54
H 10.44 26.09 -15.51
H 11.15 25.30 -17.01
H 13.37 25.34 -16.15
H 13.90 25.97 -13.89
H 12.21 26.64 -13.71
H 14.65 28.35 -13.42
H 12.92 28.82 -13.54
H 14.07 29.51 -14.65
H 11.90 23.54 -15.57
H 11.36 24.30 -14.33
C 9.37 21.86 -19.24
C 9.30 20.54 -18.55
C 8.59 19.47 -19.40
O 8.68 18.21 -18.80
C 7.63 17.33 -19.18
N 10.67 20.00 -18.17
H 9.86 22.63 -18.62
H 8.34 22.25 -19.27
H 9.85 21.94 -20.22
H 8.81 20.70 -17.59
H 9.04 19.46 -20.41
H 7.56 19.82 -19.58
H 6.69 17.88 -19.19
H 7.70 16.45 -18.55
H 7.75 17.05 -20.23
H 10.46 18.99 -18.17
H 11.13 20.13 -19.07

***

Record 7
15
Properties=species:S:1:pos:R:3 method="wB97M-V/def2-TZVPD" homo_ev=-10.4 e_tot_ev=-33062.23436 lumo_energy_ev=-0.54 homo_lumo_gap_ev=9.8286
C -1.06 -0.92 1.06
C -2.29 1.09 -1.33
C 1.40 -1.61 -0.43
O -3.58 -0.26 0.43
O 0.24 0.72 -0.65
O 1.32 0.16 1.48
O -1.57 -1.46 -0.61
S -2.24 -0.22 -0.04
S 0.47 -0.29 0.40
H -2.06 0.68 -2.30
H -3.33 1.06 -1.42
H -1.69 1.96 -0.99
H 1.56 -1.09 -1.32
H 2.33 -1.91 0.04
H 0.74 -2.50 -0.44

***

Record 8
23
Properties=species:S:1:pos:R:3 method="wB97M-V/def2-TZVPD" homo_ev=-12.3 e_tot_ev=-10447.14944 lumo_energy_ev=-3.17 homo_lumo_gap_ev=9.1391 total_charge=+1
C -1.21 -2.24 2.14
C -0.58 -0.96 1.38
C -1.27 -0.83 0.01
C -0.54 0.10 -0.84
C -0.79 1.33 -1.35
N 0.34 1.90 -2.23
N 0.81 -0.82 1.61
H -1.51 -2.03 3.14
H -2.17 -2.60 1.62
H -0.63 -3.19 2.18
H -1.16 -0.12 1.93
H -1.27 -1.83 -0.68
H -2.36 -0.44 0.19
H 0.19 -0.46 -1.46
H -1.53 1.97 -0.94
H 1.15 2.09 -1.46
H 0.64 1.33 -3.00
H 0.04 2.76 -2.58
H 1.25 -0.52 2.42
H 1.36 -1.61 1.32
H 3.56 1.98 -1.76
H 2.86 1.88 -0.36
O 2.83 2.30 -1.29

***

Record 9
8
Properties=species:S:1:pos:R:3 method="wB97M-V/def2-TZVPD" homo_ev="-8.0 / -8.1" e_tot_ev=-29470.61493 lumo_energy_ev="-1.52 / -0.95" homo_lumo_gap_ev="6.4768 / 7.1618"
C 1.03 0.49 -0.09
C 1.81 1.41 0.01
C 0.26 -0.63 -0.13
O -2.92 -0.21 0.15
I 2.88 3.11 0.10
I 0.97 -2.49 0.59
I -1.38 -0.66 -1.31
H -2.65 -1.02 0.67

***

Record 10
17
Properties=species:S:1:pos:R:3 method="wB97M-V/def2-TZVPD" smiles="CNC(=O)C=C(N)N" homo_ev=-8.0 e_tot_ev=-10807.73196 lumo_energy_ev=0.74 homo_lumo_gap_ev=8.7849
C 1.82 0.87 0.82
N 1.68 0.13 -0.42
C 0.98 -0.96 -0.23
O 1.36 -2.20 -0.23
C -0.40 -0.95 0.37
C -1.39 -0.12 -0.04
N -0.91 0.89 -0.65
N -2.86 -0.09 -0.07
H 1.88 0.07 1.67
H 0.89 1.38 0.79
H 2.88 1.49 0.99
H 2.46 -0.40 -0.81
H -0.71 -1.75 0.80
H -1.26 1.91 -0.64
H -0.10 0.91 -1.23
H -2.95 -0.13 -1.18
H -3.37 -1.06 0.09